<w>
{
  "formula": "C7H8O2S",
  "method": "the ωB97M-V functional and the def2-TZVPD basis",
  "lumo_energy_ev": 0.6,
  "symbols": ["C", "C", "C", "C", "C", "C", "C", "H", "H", "H", "H", "H", "H", "H", "H", "O", "O", "S"],
  "xyz": [[2.41, 0.46, 1.21], [-0.19, -0.42, 0.17], [-1.16, -1.45, 0.25], [-2.58, -1.19, 0.04], [-2.92, 0.13, -0.09], [-1.94, 1.15, 0.09], [-0.62, 0.92, -0.15], [3.46, 0.12, 0.90], [2.15, -0.07, 2.29], [2.01, 1.57, 1.29], [-1.08, -2.53, 0.54], [-3.37, -2.00, 0.31], [-4.04, 0.07, -0.08], [-2.29, 2.31, 0.24], [-0.20, 2.66, -0.75], [2.06, -0.44, -1.45], [0.26, 1.98, -0.25], [1.68, -0.76, -0.02]],
  "nbo_charge": [-0.8354, -0.2817, -0.2009, -0.2316, -0.2101, -0.2701, 0.2851, 0.2456, 0.2304, 0.2723, 0.2344, 0.2268, 0.2351, 0.2152, 0.4909, -0.9370, -0.6696, 1.2006]
}


<x>
{
  "formula": "C7H8O2S",
  "method": "the ωB97M-V functional and the def2-TZVPD basis",
  "lumo_energy_ev": [-0.8, -0.5],
  "symbols": ["C", "C", "C", "C", "C", "C", "C", "O", "O", "S", "H", "H", "H", "H", "H", "H", "H", "H"],
  "xyz": [[1.59, -0.67, 0.46], [0.63, -1.52, 0.07], [1.57, 0.78, 0.56], [-1.34, -0.12, -0.43], [-0.74, -1.27, -0.37], [0.52, 1.53, 0.34], [-1.51, -2.53, -0.77], [-0.99, 3.56, -0.35], [1.43, 3.96, 0.03], [0.22, 3.25, 0.35], [2.54, -1.11, 0.73], [0.89, -2.57, 0.06], [2.52, 1.22, 0.86], [-2.19, 0.47, -0.67], [-2.41, -2.26, -1.33], [-0.88, -3.17, -1.38], [-1.80, -3.06, 0.13], [-0.05, 3.50, 1.71]],
  "nbo_charge": [-0.1814, -0.1666, -0.2754, 0.0426, -0.1714, -0.2854, -0.6135, -0.9291, -0.9278, 1.9908, 0.2155, 0.2117, 0.2273, 0.2188, 0.2240, 0.2222, 0.2258, -0.0282]
}


Relative calculated energies, zero for the most stable structure, unit kcal/mol: <w> 0.0; <x> 63.1.


<w>
{
  "formula": "C4H9P",
  "method": "the ωB97M-V functional and the def2-TZVPD basis",
  "lumo_energy_ev": 1.0,
  "smiles": "CC1=CC1.P",
  "symbols": ["C", "C", "C", "C", "P", "H", "H", "H", "H", "H", "H", "H", "H", "H"],
  "xyz": [[-0.62, -0.97, 0.97], [-0.98, -1.62, -0.35], [-1.50, -0.41, -0.16], [-2.39, 0.67, -0.57], [2.92, 0.16, -0.18], [-1.08, -1.35, 2.01], [0.29, -0.34, 1.30], [-0.60, -2.30, -1.01], [3.18, 1.48, -0.34], [-3.41, 0.44, -0.52], [-2.37, 0.95, -1.70], [-2.14, 1.59, -0.05], [4.36, 0.00, -0.07], [3.04, -0.35, -1.53]],
  "nbo_charge": [-0.4427, -0.2060, 0.0592, -0.6676, 0.0144, 0.1609, 0.1883, 0.2107, -0.0147, 0.2433, 0.2243, 0.2279, 0.0003, 0.0017]
}


<x>
{
  "formula": "C4H9P",
  "method": "the ωB97M-V functional and the def2-TZVPD basis",
  "lumo_energy_ev": 0.3,
  "smiles": "[H]/P=C/C(C)C",
  "symbols": ["C", "C", "C", "C", "P", "H", "H", "H", "H", "H", "H", "H", "H", "H"],
  "xyz": [[-0.47, -0.53, -1.01], [-0.79, 1.07, 0.85], [1.27, -0.28, 0.72], [-0.26, -0.37, 0.48], [-0.33, -1.88, -1.99], [-0.60, 0.50, -1.52], [-0.25, 1.80, 0.09], [-0.60, 1.37, 1.84], [-1.83, 1.16, 0.45], [1.43, 0.79, 0.77], [1.74, -0.69, 1.68], [1.71, -0.63, -0.19], [-0.87, -1.08, 0.99], [-0.15, -1.23, -3.16]],
  "nbo_charge": [-0.5368, -0.5877, -0.6085, -0.3085, 0.4019, 0.2105, 0.1883, 0.2129, 0.2096, 0.2067, 0.2234, 0.2227, 0.2240, -0.0585]
}


Relative calculated energies, zero for the most stable structure, unit kcal/mol: <w> 47.9; <x> 0.0.


<w>
{
  "formula": "CH6N2S",
  "method": "the ωB97M-V functional and the def2-TZVPD basis",
  "lumo_energy_ev": 1.0,
  "smiles": "[H]/N=C/N.S",
  "symbols": ["S", "H", "N", "C", "N", "H", "H", "H", "H", "H"],
  "xyz": [[1.03, -3.49, -2.51], [1.25, -4.54, -3.31], [-1.25, 1.29, 1.61], [-0.10, 1.83, 1.02], [0.02, 1.91, -0.22], [-1.31, 1.43, 2.60], [-2.04, 1.47, 1.00], [0.64, 1.97, 1.78], [0.88, 2.14, -0.67], [0.88, -3.99, -1.30]],
  "nbo_charge": [-0.2924, 0.1478, -0.8202, 0.2855, -0.7274, 0.3791, 0.3917, 0.1303, 0.3610, 0.1446]
}


<x>
{
  "formula": "CH6N2S",
  "method": "the ωB97M-V functional and the def2-TZVPD basis",
  "lumo_energy_ev": 1.0,
  "smiles": "[H]/N=C/N.S",
  "symbols": ["S", "H", "N", "C", "N", "H", "H", "H", "H", "H"],
  "xyz": [[4.47, -4.60, 2.52], [5.15, -3.88, 1.70], [-1.96, 2.99, -1.33], [-2.30, 1.62, -1.12], [-1.33, 0.81, -1.15], [-2.79, 3.48, -1.05], [-1.08, 2.94, -1.81], [-3.38, 1.39, -0.83], [-1.51, -0.08, -0.71], [4.74, -4.67, 3.80]],
  "nbo_charge": [-0.3369, 0.1638, -0.8885, 0.2831, -0.7391, 0.4145, 0.4360, 0.1439, 0.3500, 0.1731]
}


<y>
{
  "formula": "CH6N2S",
  "method": "the ωB97M-V functional and the def2-TZVPD basis",
  "lumo_energy_ev": 0.3,
  "smiles": "[H]/N=C\\N.S",
  "symbols": ["S", "H", "N", "C", "N", "H", "H", "H", "H", "H"],
  "xyz": [[-1.24, 2.41, -2.61], [0.10, 2.60, -2.63], [0.16, -0.86, 2.41], [0.54, -1.70, 1.58], [1.80, -2.49, 2.00], [-1.39, 0.90, -3.28], [-0.31, -1.29, 3.37], [-0.02, -2.00, 0.77], [2.51, -1.93, 1.81], [1.95, -3.23, 1.27]],
  "nbo_charge": [-0.3240, 0.1430, -0.8075, 0.3826, -0.8440, 0.1809, 0.4360, 0.1437, 0.3551, 0.3342]
}


<z>
{
  "formula": "CH6N2S",
  "method": "the ωB97M-V functional and the def2-TZVPD basis",
  "lumo_energy_ev": 1.0,
  "smiles": "CN(N)S",
  "symbols": ["C", "N", "N", "S", "H", "H", "H", "H", "H", "H"],
  "xyz": [[-0.76, 1.10, 0.09], [-0.32, -1.25, 0.14], [0.01, -0.07, -0.54], [1.71, 0.25, -0.21], [-1.31, 1.45, -0.77], [-1.34, 0.91, 0.90], [-0.06, 1.88, 0.30], [-0.03, -2.10, -0.28], [0.13, -1.17, 1.10], [1.96, -1.00, -0.74]],
  "nbo_charge": [-0.4257, -0.6739, -0.3709, 0.0750, 0.2134, 0.2043, 0.1903, 0.3571, 0.3220, 0.1084]
}


Relative calculated energies, zero for the most stable structure, unit kcal/mol: <w> 0.0; <x> 29.7; <y> 82.1; <z> 40.1.


<w>
{
  "formula": "CHF2NO2S",
  "method": "the ωB97M-V functional and the def2-TZVPD basis",
  "lumo_energy_ev": -0.2,
  "smiles": "N=[S@@](=O)(F)C(=O)F",
  "symbols": ["C", "N", "O", "O", "F", "F", "S", "H"],
  "xyz": [[-2.27, -0.17, -1.69], [-0.11, -0.32, 0.28], [-2.98, -0.78, -2.35], [0.26, 0.11, -2.30], [-2.63, 1.07, -1.16], [-0.58, -2.01, -1.33], [-0.50, -0.43, -1.17], [0.45, 0.44, 0.47]],
  "nbo_charge": [0.6284, -1.0508, -0.4276, -0.8499, -0.3404, -0.4666, 2.1092, 0.3977]
}


<x>
{
  "formula": "CHF2NO2S",
  "method": "the ωB97M-V functional and the def2-TZVPD basis",
  "lumo_energy_ev": -0.7,
  "symbols": ["C", "N", "O", "O", "F", "F", "S", "H"],
  "xyz": [[-1.68, -0.75, 0.11], [1.65, 1.62, -0.02], [-1.37, 0.25, -0.41], [0.90, -0.83, 0.16], [-2.05, -0.82, 1.35], [-1.62, -1.96, -0.39], [1.88, 0.16, -0.36], [2.30, 2.34, -0.44]],
  "nbo_charge": [1.1431, -0.9623, -0.5465, -0.8687, -0.2954, -0.3013, 1.4237, 0.4072]
}


Relative calculated energies, zero for the most stable structure, unit kcal/mol: <w> 26.6; <x> 0.0.


<w>
{
  "formula": "C2H12O5",
  "method": "the ωB97M-V functional and the def2-TZVPD basis",
  "lumo_energy_ev": [-9.2, -9.2],
  "multiplicity": 2,
  "charge": 1,
  "symbols": ["O", "C", "C", "H", "H", "H", "H", "H", "H", "O", "H", "H", "O", "H", "H", "O", "H", "H", "O"],
  "xyz": [[2.07, -0.37, 0.41], [2.34, 0.96, 1.07], [1.22, 1.84, 1.09], [2.62, 0.52, 2.03], [0.86, 2.27, 0.15], [1.01, 2.38, 2.01], [3.20, 1.23, 0.46], [-1.80, 0.26, 0.54], [-0.33, 0.58, 1.14], [-1.10, -0.01, 1.18], [-1.04, -1.20, -3.02], [1.32, -0.34, -0.17], [-0.94, -0.81, -2.13], [-2.14, -0.06, -1.77], [-3.72, -0.03, -1.20], [-2.84, 0.34, -1.18], [0.06, -2.56, 0.55], [-0.53, -2.13, -0.86], [-0.26, -2.87, -0.32]],
  "nbo_charge": [-0.5969, -0.3098, 0.2049, 0.2739, 0.2462, 0.2551, 0.3641, 0.5259, 0.3943, -0.8674, 0.4695, 0.4861, -0.4582, 0.4663, 0.5004, -0.9494, 0.4741, 0.4693, -0.9483]
}


<x>
{
  "formula": "C2H12O5",
  "method": "the ωB97M-V functional and the def2-TZVPD basis",
  "lumo_energy_ev": [-6.0, -10.0],
  "multiplicity": 2,
  "charge": 1,
  "symbols": ["C", "C", "O", "H", "H", "H", "H", "H", "H", "O", "H", "H", "O", "H", "H", "O", "H", "H", "O"],
  "xyz": [[2.85, 1.76, 2.61], [2.15, 2.19, 1.51], [2.14, 1.51, 0.37], [2.61, 2.26, 3.54], [3.46, 0.87, 2.60], [1.42, 2.98, 1.65], [2.11, 2.15, -0.37], [-1.49, -3.82, -1.37], [-2.79, -4.39, -1.83], [-1.85, -4.52, -1.94], [-0.87, 0.67, -2.18], [-0.96, 0.08, -3.45], [-1.06, 0.97, -3.08], [-1.25, -1.20, -0.36], [-2.56, -1.66, 0.28], [-2.03, -1.77, -0.51], [-1.32, 0.92, 0.95], [0.12, 0.77, 0.82], [-0.68, 0.22, 0.77]],
  "nbo_charge": [-0.0592, 0.3029, -0.5205, 0.2468, 0.2531, 0.2231, 0.5515, 0.4753, 0.4656, -0.9427, 0.4463, 0.4734, -0.9190, 0.4797, 0.4731, -0.9580, 0.4857, 0.4448, -0.9217]
}


Relative calculated energies, zero for the most stable structure, unit kcal/mol: <w> 87.5; <x> 0.0.